# 1
Formula: C42H28Cl5O2P2SZn
Source: the Open Molecules 2025 dataset
Level of theory: wB97M-V/def2-TZVPD

```
81
Properties=species:S:1:pos:R:3:forces:R:3
Zn -0.08335 -0.48932 0.81318 -0.91 -0.92 0.38
O -0.77943 3.90082 1.92265 -1.41 0.69 0.80
S -0.38616 2.74898 1.12289 0.33 -0.55 -0.44
C 1.27798 3.24241 0.71667 0.31 -0.24 -1.15
C 1.63223 4.55741 0.95399 -0.52 0.93 -0.29
C 2.79252 5.10009 0.39511 0.23 -1.99 -0.51
C 3.60693 4.21765 -0.34624 0.57 0.68 0.38
C 3.30343 2.86107 -0.49070 -0.01 0.53 0.38
C 2.11022 2.37352 0.01785 0.18 -1.22 1.37
P 1.93009 0.52458 0.34846 -0.36 1.67 -0.55
C 2.51388 -0.13525 -1.17004 0.85 -1.48 -2.14
C 2.16054 0.48162 -2.38963 1.19 -0.93 0.13
C 2.76895 0.05923 -3.59299 -1.37 1.47 0.23
C 3.45954 -1.12089 -3.68958 -0.81 0.32 2.59
C 3.68036 -1.82052 -2.50227 0.57 -0.45 0.27
C 3.30550 -1.31030 -1.24761 -0.09 0.25 -0.54
C 3.02941 0.04267 1.64325 1.88 -0.21 1.79
C 3.19677 -1.33586 1.89237 0.57 0.15 0.40
C 4.02410 -1.81518 2.91968 -0.13 0.64 -0.35
C 4.71487 -0.92724 3.73536 -0.53 0.76 -0.42
C 4.52207 0.44117 3.55981 -0.35 0.73 -1.41
C 3.74447 0.93473 2.49763 -1.01 -2.02 -0.08
C -1.24152 2.90996 -0.53272 0.38 -1.38 0.39
C -1.34210 4.15165 -1.05889 -0.52 2.75 -0.58
C -2.30745 4.55220 -2.01464 1.50 -2.23 0.35
C -3.06227 3.54909 -2.62598 -0.49 -0.55 -0.13
C -2.92168 2.24052 -2.15730 1.60 -0.61 1.34
C -1.97790 1.87658 -1.13111 -1.20 1.36 -0.75
P -1.91033 0.17294 -0.60538 1.20 -1.03 1.17
C -3.52469 -0.26749 -0.01267 -0.43 0.33 0.10
C -3.89995 0.06345 1.30568 -0.77 -0.58 -0.69
C -5.25354 -0.04073 1.64785 0.75 0.82 -0.31
C -6.20159 -0.27292 0.62862 -1.43 -0.59 2.12
C -5.82152 -0.72072 -0.59643 1.10 0.43 -1.74
C -4.45063 -0.70062 -0.94806 -1.02 -0.49 -0.41
C -1.63239 -0.90338 -2.01203 0.38 -0.65 -1.69
C -1.83409 -2.30588 -1.88487 0.52 0.22 -1.09
C -1.68643 -3.16115 -3.00720 0.32 2.03 0.37
C -1.33793 -2.56680 -4.23206 0.07 -0.65 -0.49
C -1.27335 -1.18021 -4.41939 0.40 -0.12 1.25
C -1.28520 -0.37110 -3.28426 -0.94 -0.86 0.57
H 0.90467 5.15674 1.50035 0.31 -0.01 -0.04
H 3.10842 6.11982 0.51056 -0.16 0.25 0.21
H 4.58173 4.59905 -0.69252 -0.64 -0.31 -0.06
H 4.02141 2.18223 -0.90991 0.22 -0.11 -0.31
H 1.43762 1.27281 -2.39011 0.04 0.62 -0.11
H 2.63759 0.72366 -4.45164 -0.19 -0.51 0.05
H 3.67863 -1.53277 -4.61119 0.89 -0.61 -1.69
H 4.23221 -2.77063 -2.58596 -0.36 0.49 0.36
H 3.60416 -1.82257 -0.33005 0.03 0.17 -0.78
H 2.80822 -2.06402 1.20721 -0.72 -0.25 0.22
H 4.15771 -2.87651 3.06298 -0.05 -0.10 -0.13
H 5.41297 -1.26418 4.46707 0.20 -0.32 0.50
H 5.00199 1.23624 4.11153 0.30 -0.43 0.50
H 3.58916 1.97257 2.37220 0.11 1.03 -0.06
H -0.67291 4.95648 -0.73717 -0.27 -0.33 0.38
H -2.23419 5.56505 -2.29990 -0.49 0.89 -0.57
H -3.74052 3.68552 -3.48666 0.34 0.35 0.75
H -3.46128 1.36839 -2.49475 -0.45 0.38 -0.69
H -3.14315 0.38581 2.01217 -0.13 -0.07 0.12
H -5.50540 0.18810 2.68334 -0.36 -0.07 -0.39
H -7.30127 -0.24886 0.86132 1.30 0.07 -0.10
H -6.56288 -0.92658 -1.37340 0.24 -0.15 0.37
H -4.13973 -1.02845 -1.96739 -0.30 0.41 0.97
H -1.98592 -2.74758 -0.91855 -0.37 -0.06 0.37
H -1.84583 -4.22764 -2.92742 0.26 0.03 0.10
H -1.00416 -3.23016 -5.04232 -0.75 0.31 0.10
H -1.19176 -0.67336 -5.37320 0.43 -0.48 -0.13
H -1.06619 0.67193 -3.39834 -0.20 0.45 0.01
Cl -1.13833 -5.10229 6.35903 0.03 0.10 -0.68
C -0.96822 -4.31714 4.82269 -0.17 -0.64 -1.87
C -1.11215 -2.94048 4.69638 0.58 0.55 1.22
Cl -1.53454 -2.06253 6.17876 0.32 -0.04 -1.25
C -0.74063 -2.27146 3.51647 0.19 -0.03 -1.18
Cl -0.52057 -0.49539 3.37875 -0.37 -0.76 0.28
C -0.45868 -2.96157 2.30587 -0.07 -1.92 0.26
O -0.13700 -2.48586 1.14026 -0.05 2.03 -0.05
C -0.51724 -4.41037 2.36831 -1.20 0.15 1.75
Cl -0.61994 -5.37343 0.93822 0.49 0.50 -0.08
C -0.72788 -5.07399 3.59662 0.74 1.96 1.00
Cl -0.40647 -6.73332 3.73143 -0.31 -0.55 -0.01
```
Forces are in eV/Å.

Its multiplicity is 1. As for the frontier orbital gap: 0.2707 Ha. As for the total charge: +1. Its relative energy (zero: lowest compared OMol25 entry of this formula, charge and spin) is 42.03 kJ/mol.

# 2
Formula: CH2N4O
Source: the Open Molecules 2025 dataset
Level of theory: wB97M-V/def2-TZVPD

```
8
Properties=species:S:1:pos:R:3:forces:R:3
H 2.15730 -0.99520 0.46710 -0.37 -0.12 -0.68
N 1.74068 -0.13039 0.13938 1.40 0.66 0.20
C 0.56121 -0.09023 -0.19113 -3.96 -1.94 0.74
N -0.36152 0.90969 -0.27678 -3.11 0.07 -0.01
N -1.68225 0.43083 0.06356 0.70 -0.74 1.11
N -1.74510 -0.83058 0.19635 4.27 4.16 -3.18
O -0.38271 -1.15257 -0.39390 0.60 -2.88 1.59
H -0.28762 1.85846 -0.00460 0.47 0.79 0.23
```
Forces are in eV/Å.

Its multiplicity is 1. As for the frontier orbital gap: 0.3943 Ha. Its SMILES is [H]/N=c1/[nH]nno1. As for the total charge: 0. Its relative energy (zero: lowest compared OMol25 entry of this formula, charge and spin) is 273.15 kJ/mol.

# 3
Formula: C8H10BiN2Se
Source: the Open Molecules 2025 dataset
Level of theory: wB97M-V/def2-TZVPD

```
22
Properties=species:S:1:pos:R:3:forces:R:3
C -1.39481 -1.49033 -1.39150 0.21 -0.53 0.31
C -2.39429 -0.80559 -0.64977 0.05 -0.51 0.78
C -2.40196 -1.31740 0.66937 0.22 -0.10 -0.71
C -1.35446 -2.31925 0.76746 0.03 0.60 -0.44
C -0.75547 -2.41368 -0.54021 -0.68 0.23 -0.19
Bi 0.11789 -0.39700 1.67810 0.78 1.64 -1.84
N 0.58609 0.81558 0.04747 -0.76 -1.66 1.82
C 0.59145 3.03430 -1.93440 -0.81 0.66 0.02
C -0.47970 3.05210 -1.12536 0.64 0.00 -0.66
H -3.10631 -1.07537 1.45970 0.16 0.08 -0.12
H -3.04991 -0.02361 -1.04371 0.28 -0.31 0.24
H -1.18804 -2.98994 1.61205 -0.18 0.03 -0.36
H -0.00118 -3.14135 -0.82418 -0.01 0.27 0.07
H -1.19949 -1.35322 -2.46111 0.08 0.03 0.60
H -1.37148 2.47220 -1.37676 0.18 0.42 -0.03
H 0.51571 2.63498 -2.95732 0.17 -0.19 0.69
H 1.21261 0.22814 -0.52479 0.00 0.27 0.10
H -0.49400 3.57813 -0.16558 0.23 -0.47 -0.26
H 1.55497 3.45963 -1.63489 -0.43 0.00 -0.15
Se 4.86950 -0.19471 3.16548 0.63 0.31 0.41
C 3.35297 -0.66722 2.43570 -2.81 -1.44 -1.80
N 2.36766 -1.06948 1.88112 2.01 0.67 1.51
```
Forces are in eV/Å.

Its multiplicity is 1. As for the frontier orbital gap (alpha / beta): 0.2585 / 0.2585 Ha. As for the total charge: -1. Its relative energy (zero: lowest compared OMol25 entry of this formula, charge and spin) is 11.68 kJ/mol.